No. 1
Entry from the Open Molecules 2025 dataset: 9 unconnected molecules or ions with the total composition C60H133F3N7O4S at a distorted geometry (ωB97M-V/def2-TZVPD).

Geometry (Å):
C1 -0.991 0.448 0.813
C2 -0.098 0.776 -0.374
C3 0.804 -0.480 -0.641
O1 -0.835 1.266 -1.488
H1 -0.333 0.151 1.630
H2 -1.854 -0.179 0.588
H3 -1.460 1.374 1.144
H4 0.539 1.576 0.001
H5 0.320 -1.382 -1.015
H6 1.203 -0.890 0.287
H7 1.586 -0.163 -1.331
C4 0.514 -2.799 2.719
C5 -0.702 -2.280 3.259
C6 -0.317 -1.334 4.471
N1 -1.571 -0.670 5.127
C7 -2.222 0.239 4.076
C8 -1.156 0.082 6.404
C9 -1.065 -0.933 7.549
C10 -1.941 -2.072 7.092
C11 -2.527 -1.728 5.723
H8 1.181 -1.967 2.493
H9 0.441 -3.415 1.823
H10 1.165 -3.279 3.450
H11 -1.322 -3.129 3.547
H12 -1.264 -1.853 2.428
H13 0.301 -0.493 4.158
H14 0.232 -1.837 5.266
H15 -3.203 0.545 4.438
H16 -2.313 -0.357 3.169
H17 -1.547 1.076 3.896
H18 -2.008 0.753 6.508
H19 -0.211 0.607 6.264
H20 -1.679 -0.452 8.310
H21 -0.109 -1.276 7.945
H22 -2.765 -2.335 7.756
H23 -1.387 -3.000 6.953
H24 -3.500 -1.306 5.974
H25 -2.686 -2.572 5.051
C12 2.294 -1.697 -5.489
C13 2.288 -0.155 -5.778
C14 1.273 0.527 -4.957
N2 1.321 2.038 -5.058
C15 2.620 2.550 -4.405
C16 0.147 2.767 -4.324
C17 -0.461 3.733 -5.319
C18 0.568 3.926 -6.458
C19 1.174 2.484 -6.509
H26 1.279 -2.093 -5.487
H27 2.799 -1.967 -4.561
H28 2.850 -2.293 -6.212
H29 2.022 -0.073 -6.832
H30 3.336 0.142 -5.740
H31 1.361 0.328 -3.889
H32 0.282 0.286 -5.340
H33 3.424 2.232 -5.069
H34 2.644 2.132 -3.399
H35 2.605 3.640 -4.441
H36 0.546 3.266 -3.441
H37 -0.583 2.020 -4.012
H38 -0.738 4.661 -4.819
H39 -1.382 3.306 -5.717
H40 1.336 4.659 -6.211
H41 0.197 4.319 -7.405
H42 2.165 2.307 -6.927
H43 0.502 1.740 -6.937
C20 8.563 -6.757 -1.155
C21 7.124 -6.464 -0.779
C22 6.853 -5.055 -0.066
N3 5.309 -4.738 0.108
C23 4.539 -5.783 0.928
C24 5.128 -3.335 0.758
C25 3.704 -2.828 0.352
C26 3.375 -3.544 -0.953
C27 4.567 -4.484 -1.250
H44 9.068 -5.808 -1.335
H45 8.779 -7.378 -2.024
H46 9.094 -7.158 -0.291
H47 6.695 -7.280 -0.197
H48 6.649 -6.453 -1.760
H49 7.392 -4.288 -0.621
H50 7.272 -5.019 0.939
H51 4.507 -6.686 0.319
H52 3.545 -5.501 1.276
H53 5.330 -5.976 1.652
H54 5.357 -3.575 1.796
H55 5.975 -2.774 0.362
H56 3.033 -3.187 1.133
H57 3.617 -1.742 0.302
H58 2.432 -4.087 -0.890
H59 3.340 -2.912 -1.841
H60 4.262 -5.377 -1.796
H61 5.391 -4.040 -1.809
C28 -3.698 2.665 1.937
C29 -3.457 4.025 1.332
C30 -2.804 4.027 -0.056
N4 -1.685 5.098 -0.207
C31 -0.530 4.828 0.733
C32 -2.247 6.527 0.118
C33 -2.355 7.232 -1.204
C34 -2.131 6.212 -2.308
C35 -1.279 5.059 -1.713
H62 -4.287 2.776 2.848
H63 -2.791 2.242 2.370
H64 -4.051 1.957 1.187
H65 -2.928 4.597 2.094
H66 -4.431 4.515 1.320
H67 -3.423 4.320 -0.904
H68 -2.232 3.129 -0.287
H69 0.286 5.496 0.456
H70 -0.171 3.863 0.374
H71 -0.892 5.024 1.742
H72 -1.433 7.039 0.631
H73 -3.182 6.384 0.659
H74 -1.606 7.997 -1.412
H75 -3.394 7.554 -1.276
H76 -1.451 6.652 -3.037
H77 -3.064 5.941 -2.802
H78 -0.207 5.250 -1.766
H79 -1.575 4.112 -2.165
C36 -1.551 -1.933 -4.273
C37 -2.716 -0.952 -4.165
C38 -3.264 -0.881 -2.682
N5 -4.427 0.069 -2.436
C39 -4.009 1.557 -2.790
C40 -5.730 -0.456 -3.097
C41 -6.881 0.114 -2.250
C42 -6.322 0.481 -0.853
C43 -4.836 0.076 -0.971
H80 -0.639 -1.444 -3.932
H81 -1.290 -2.045 -5.325
H82 -1.595 -2.942 -3.863
H83 -3.465 -1.242 -4.901
H84 -2.378 0.023 -4.514
H85 -2.478 -0.624 -1.972
H86 -3.683 -1.844 -2.390
H87 -4.855 2.208 -2.571
H88 -3.865 1.475 -3.867
H89 -3.180 1.867 -2.153
H90 -5.691 -0.199 -4.155
H91 -5.669 -1.539 -2.987
H92 -7.196 1.022 -2.764
H93 -7.654 -0.654 -2.271
H94 -6.485 1.515 -0.549
H95 -6.735 -0.218 -0.125
H96 -4.216 0.768 -0.402
H97 -4.734 -0.911 -0.521
C44 7.214 4.262 -2.944
C45 7.007 3.927 -1.406
C46 5.835 3.033 -1.369
N6 5.102 3.150 0.030
C47 6.080 2.495 1.072
C48 3.682 2.518 -0.041
C49 3.045 3.061 1.184
C50 3.599 4.479 1.433
C51 4.809 4.597 0.424
H98 7.492 3.388 -3.533
H99 7.847 5.109 -3.209
H100 6.259 4.649 -3.300
H101 7.048 4.853 -0.833
H102 7.938 3.460 -1.084
H103 6.050 1.990 -1.601
H104 5.038 3.459 -1.979
H105 6.991 3.069 0.899
H106 6.143 1.416 0.926
H107 5.727 2.599 2.098
H108 3.814 1.440 0.044
H109 3.186 2.871 -0.945
H110 3.293 2.384 2.003
H111 1.957 3.062 1.122
H112 4.007 4.654 2.429
H113 2.844 5.214 1.154
H114 5.645 5.091 0.919
H115 4.519 5.065 -0.516
C52 -2.031 -3.753 -0.141
C53 -3.376 -4.156 0.421
C54 -3.458 -4.402 1.948
N7 -4.734 -5.189 2.546
C55 -4.559 -6.634 2.028
C56 -6.176 -4.732 2.152
C57 -6.991 -4.666 3.421
C58 -5.939 -4.335 4.460
C59 -4.676 -5.140 4.125
H116 -1.220 -4.445 0.084
H117 -1.718 -2.785 0.251
H118 -2.048 -3.885 -1.222
H119 -3.476 -5.125 -0.067
H120 -4.177 -3.432 0.270
H121 -3.598 -3.420 2.400
H122 -2.528 -4.845 2.303
H123 -5.476 -7.147 2.317
H124 -3.584 -7.097 2.185
H125 -4.555 -6.622 0.938
H126 -6.600 -5.432 1.432
H127 -6.097 -3.784 1.620
H128 -7.414 -5.638 3.674
H129 -7.792 -3.958 3.210
H130 -6.135 -4.428 5.528
H131 -5.699 -3.287 4.282
H132 -4.881 -6.100 4.599
H133 -3.637 -4.895 4.344
C60 1.111 2.802 4.428
F1 0.681 2.054 3.379
F2 1.585 2.114 5.478
F3 2.126 3.529 3.913
S1 -0.383 3.956 5.112
O2 0.120 4.656 6.313
O3 -0.806 4.828 4.051
O4 -1.459 3.021 5.478

The lowest unoccupied orbital energy is -9.148 eV. As for the charge: +5. The strongest force on any atom is 4.20 eV/A. For the frontier orbital gap, the calculation gives 7.3 eV.

Results of the Löwdin charge analysis, in e, for atoms 1 through 4: atom 1 (C): -0.0893, atom 2 (C): -0.5978, atom 3 (C): -0.0669, atom 4 (O): -0.3216

No. 2
Entry from the Open Molecules 2025 dataset: 14 unconnected molecules or ions with the total composition C60H146B4F16N9O22 at a distorted geometry (ωB97M-V/def2-TZVPD).

Geometry (Å):
C1 9.176 8.012 -2.109
C2 9.034 8.736 -1.009
C3 8.351 10.134 -0.979
O1 8.274 10.938 0.084
C4 7.804 10.610 -2.176
C5 8.052 9.899 -3.459
C6 8.613 8.532 -3.362
O2 8.601 7.895 -4.459
O3 7.747 10.430 -4.523
O4 9.458 8.054 0.061
H1 9.543 6.997 -2.087
H2 7.314 11.570 -2.103
C7 15.865 8.605 2.131
O5 14.502 8.791 1.713
C8 14.014 10.151 1.550
C9 12.651 9.946 0.787
N1 11.837 8.899 1.557
H3 11.162 8.473 0.940
H4 12.616 8.266 1.666
C10 11.107 9.431 2.875
C11 10.591 8.239 3.638
O6 11.493 7.210 3.780
C12 12.486 7.378 4.852
H5 16.422 8.799 1.215
H6 16.086 7.577 2.418
H7 16.047 9.344 2.912
H8 14.666 10.873 1.059
H9 13.972 10.542 2.567
H10 12.897 9.652 -0.233
H11 11.906 10.741 0.837
H12 10.288 10.093 2.592
H13 11.862 10.013 3.404
H14 9.839 7.682 3.079
H15 10.031 8.521 4.530
H16 12.931 6.409 5.076
H17 11.983 7.606 5.792
H18 13.383 7.970 4.669
C13 13.228 13.554 4.338
O7 11.952 13.896 3.863
C14 11.862 15.311 3.830
C15 10.480 15.816 3.479
N2 9.894 14.937 2.363
H19 9.794 14.024 2.785
H20 8.930 15.218 2.254
C16 10.609 14.994 1.042
C17 9.766 14.539 -0.188
O8 8.451 15.048 0.065
C18 7.584 14.938 -0.979
H21 13.420 13.802 5.382
H22 14.085 13.939 3.785
H23 13.163 12.481 4.161
H24 12.605 15.731 3.152
H25 12.161 15.748 4.783
H26 10.313 16.880 3.312
H27 9.749 15.485 4.217
H28 11.530 14.424 1.167
H29 10.815 16.036 0.797
H30 9.557 13.470 -0.178
H31 10.148 14.930 -1.131
H32 7.621 14.081 -1.652
H33 7.865 15.837 -1.528
H34 6.547 15.183 -0.750
C19 3.837 14.039 -0.031
O9 4.504 13.223 -0.948
C20 4.722 13.776 -2.267
C21 3.756 13.409 -3.454
N3 3.240 12.069 -3.080
H35 3.045 12.276 -2.111
H36 2.322 11.827 -3.426
C22 4.320 11.012 -3.087
C23 3.708 9.576 -2.943
O10 3.032 9.218 -4.045
C24 2.409 7.968 -4.047
H37 3.613 13.442 0.853
H38 2.920 14.428 -0.473
H39 4.275 14.971 0.329
H40 5.723 13.403 -2.480
H41 4.829 14.858 -2.194
H42 4.048 13.438 -4.504
H43 2.860 14.028 -3.434
H44 4.868 11.224 -2.169
H45 4.917 11.027 -3.999
H46 3.166 9.420 -2.010
H47 4.508 8.858 -2.762
H48 3.104 7.129 -4.088
H49 1.776 7.842 -4.925
H50 1.761 7.826 -3.181
C25 3.104 5.685 5.593
O11 4.105 5.746 4.605
C26 5.402 6.159 5.095
C27 6.061 7.148 4.203
N4 5.941 6.837 2.714
H51 6.504 6.019 2.529
H52 4.972 6.726 2.452
C28 6.454 7.920 1.804
C29 5.358 8.938 1.502
O12 4.189 8.185 1.098
C30 2.847 8.739 1.122
H53 3.422 5.692 6.635
H54 2.589 4.729 5.504
H55 2.388 6.507 5.585
H56 5.944 5.225 5.243
H57 5.378 6.507 6.127
H58 7.110 7.255 4.479
H59 5.638 8.152 4.167
H60 6.829 7.499 0.871
H61 7.302 8.438 2.252
H62 5.610 9.601 0.674
H63 5.276 9.637 2.335
H64 2.065 7.999 0.952
H65 2.845 9.453 0.299
H66 2.684 9.348 2.012
C31 11.727 11.067 -3.468
O13 11.023 10.332 -4.388
C32 11.570 10.426 -5.702
C33 10.763 9.671 -6.788
N5 10.168 8.312 -6.428
H67 9.423 8.473 -5.765
H68 9.859 7.850 -7.271
C34 11.178 7.339 -5.817
C35 12.307 6.845 -6.694
O14 13.291 7.935 -6.808
C36 14.621 7.468 -7.008
H69 12.766 10.832 -3.238
H70 11.258 10.951 -2.491
H71 11.782 12.130 -3.703
H72 12.560 9.970 -5.722
H73 11.730 11.426 -6.103
H74 11.406 9.563 -7.662
H75 9.917 10.138 -7.293
H76 10.663 6.462 -5.426
H77 11.662 7.692 -4.906
H78 11.896 6.729 -7.697
H79 12.669 5.903 -6.282
H80 14.743 7.184 -8.053
H81 14.981 6.721 -6.301
H82 15.334 8.258 -6.773
C37 2.712 6.226 -8.216
O15 3.726 6.841 -7.353
C38 5.075 6.571 -7.820
C39 6.048 7.575 -7.079
N6 6.094 7.281 -5.578
H83 6.775 7.920 -5.193
H84 5.163 7.380 -5.201
C40 6.553 5.887 -5.100
C41 6.570 5.679 -3.577
O16 5.525 6.349 -2.929
C42 5.265 6.120 -1.548
H85 2.950 5.982 -9.252
H86 1.855 6.886 -8.088
H87 2.338 5.301 -7.778
H88 5.200 6.818 -8.874
H89 5.240 5.502 -7.681
H90 5.691 8.602 -7.143
H91 7.093 7.570 -7.389
H92 7.545 5.693 -5.509
H93 5.831 5.116 -5.370
H94 7.443 6.233 -3.230
H95 6.451 4.635 -3.288
H96 5.184 5.044 -1.391
H97 4.412 6.556 -1.028
H98 6.158 6.599 -1.147
C43 14.016 5.651 0.352
O17 12.543 5.591 0.528
C44 12.069 4.654 1.531
C45 10.544 4.586 1.469
N7 9.873 4.620 -0.031
H99 8.920 4.955 -0.032
H100 10.432 5.223 -0.617
C46 10.122 3.182 -0.795
C47 9.879 3.592 -2.245
O18 10.441 4.823 -2.586
C48 11.871 4.769 -2.785
H101 14.582 6.065 1.186
H102 14.181 6.385 -0.436
H103 14.576 4.749 0.105
H104 12.416 5.006 2.503
H105 12.444 3.633 1.460
H106 10.178 5.503 1.930
H107 10.148 3.853 2.172
H108 9.505 2.327 -0.522
H109 11.187 2.990 -0.664
H110 8.821 3.653 -2.501
H111 10.270 2.878 -2.970
H112 12.288 5.757 -2.980
H113 12.156 4.228 -3.688
H114 12.413 4.209 -2.023
C49 3.905 11.694 -7.136
O19 5.000 12.479 -6.689
C50 6.069 12.544 -7.634
C51 7.257 13.275 -7.019
N8 7.402 12.889 -5.463
H115 6.549 13.176 -5.005
H116 7.382 11.888 -5.333
C52 8.603 13.523 -4.731
C53 8.687 15.039 -4.967
O20 7.653 15.660 -4.241
C54 7.639 17.148 -4.245
H117 4.333 10.707 -7.310
H118 3.344 12.074 -7.991
H119 3.241 11.613 -6.275
H120 5.694 12.997 -8.552
H121 6.395 11.562 -7.976
H122 7.249 14.347 -7.215
H123 8.063 12.726 -7.505
H124 9.351 13.230 -5.468
H125 8.576 13.149 -3.707
H126 8.568 15.331 -6.011
H127 9.670 15.438 -4.716
H128 6.822 17.604 -3.685
H129 7.567 17.466 -5.285
H130 8.536 17.534 -3.763
C55 7.394 12.464 3.084
O21 8.311 13.277 3.857
C56 8.935 12.587 5.016
C57 8.150 12.678 6.359
N9 7.736 14.069 6.706
H131 8.477 14.640 7.086
H132 7.371 14.560 5.903
C58 6.451 14.079 7.683
C59 6.886 14.052 9.183
O22 7.885 13.038 9.339
C60 8.325 12.950 10.633
H133 7.822 11.632 2.525
H134 6.844 13.157 2.448
H135 6.484 12.174 3.610
H136 9.813 13.202 5.212
H137 9.188 11.596 4.639
H138 8.684 12.408 7.270
H139 7.315 11.982 6.280
H140 5.714 13.401 7.253
H141 6.071 15.083 7.495
H142 6.047 14.055 9.879
H143 7.335 15.041 9.269
H144 8.552 13.993 10.854
H145 9.285 12.438 10.570
H146 7.722 12.527 11.436
B1 8.056 2.938 -6.833
F1 6.932 2.616 -6.144
F2 8.533 1.735 -7.289
F3 7.723 3.877 -7.776
F4 8.877 3.529 -5.908
B2 6.786 4.095 1.656
F5 7.053 2.788 1.313
F6 6.901 4.980 0.617
F7 5.588 4.121 2.197
F8 7.564 4.499 2.652
B3 8.366 8.789 -9.523
F9 7.354 8.315 -10.307
F10 9.028 7.731 -8.922
F11 9.341 9.540 -10.217
F12 7.814 9.616 -8.507
B4 11.213 13.721 -7.906
F13 10.401 12.624 -7.873
F14 10.278 14.754 -8.085
F15 11.748 13.756 -6.647
F16 12.154 13.575 -8.910

The lowest unoccupied orbital energy is -7.323 eV. Its relative energy (zero: lowest compared OMol25 entry of this formula, charge and spin) is 494.8 kJ/mol. As for the charge: +3. The strongest force on any atom is 5.49 eV/A. For the frontier orbital gap, the calculation gives 5.6 eV.

Results of the Löwdin charge analysis, in e, for atoms 1 through 4: atom 1 (C): 0.0116, atom 2 (C): -0.3249, atom 3 (C): -0.3229, atom 4 (O): -0.1592

Number 1: DFT total energy -101933.45596 eV. Number 2: DFT total energy -169209.73185 eV.